17
Properties=species:S:1:pos:R:3 method="wB97M-V/def2-TZVPD" orbital_gap_ha=0.375 smiles="C[C@@]1(C=O)CNC=[NH+]1" e_homo_ha=-0.511 charge=+1 mol_weight_g_mol=113.140
C 0.160 -2.040 0.136
C 1.360 0.737 -1.383
C 0.541 -0.002 1.051
C 0.293 0.160 -0.421
C -1.203 1.156 -0.737
N 0.602 -1.499 1.212
N -0.131 -1.150 -0.816
O 1.956 0.031 -2.140
H 0.167 -3.114 0.026
H 1.369 1.761 -1.406
H 1.451 0.544 1.471
H -0.226 0.305 1.845
H -1.904 1.136 0.085
H -1.359 0.914 -1.876
H -0.914 2.235 -0.772
H 0.623 -2.021 2.145
H -0.751 -1.237 -1.613

=====

17
Properties=species:S:1:pos:R:3 method="wB97M-V/def2-TZVPD" orbital_gap_ha=0.338 smiles=NC#CCO[C@@H]1C[NH2+]1 e_homo_ha=-0.453 charge=+1 mol_weight_g_mol=113.140
C -1.815 -2.726 0.357
C -1.336 -0.210 0.718
C -1.729 -1.597 0.814
C 1.413 1.686 -1.300
C 0.463 1.352 -0.280
N -2.293 -3.968 0.288
N 1.997 1.525 0.035
O -0.034 0.086 -0.204
H -2.059 0.464 0.295
H -1.086 0.317 1.552
H 1.638 2.686 -1.693
H 1.816 1.016 -1.970
H -0.117 2.206 0.000
H -3.207 -4.043 -0.116
H 2.429 0.571 0.182
H 2.308 2.362 0.504
H -2.150 -4.437 1.179

=====

17
Properties=species:S:1:pos:R:3 method="wB97M-V/def2-TZVPD" orbital_gap_ha=0.398 smiles="C[C@@H]1C(=O)[NH+]=CN1C" e_homo_ha=-0.556 charge=+1 mol_weight_g_mol=113.140
C 1.017 0.243 -1.197
C -1.169 0.737 -1.120
C -0.642 0.455 0.258
C -1.397 -0.783 0.904
C 1.674 -0.186 1.102
N 0.743 0.182 0.033
N -0.060 0.488 -1.934
O -2.209 1.134 -1.555
H 1.937 0.000 -1.751
H -0.677 1.347 1.002
H -1.450 -1.700 0.284
H -2.488 -0.557 1.041
H -0.823 -1.229 1.662
H 2.637 -0.577 0.750
H 1.849 0.768 1.648
H 1.093 -0.897 1.802
H -0.035 0.576 -2.931

=====

17
Properties=species:S:1:pos:R:3 method="wB97M-V/def2-TZVPD" orbital_gap_ha="0.322 / 0.269" e_homo_ha="-0.509 / -0.497" charge=+1 mol_weight_g_mol=113.140
C -2.167 -0.220 -0.011
C -1.627 1.243 0.079
C 0.800 0.617 0.420
C 1.148 -1.830 0.043
C -0.311 0.692 -0.551
N -1.009 -0.558 -0.570
N 1.726 -0.460 -0.073
O -3.186 -0.711 0.371
H -1.975 1.891 -0.683
H -1.560 1.684 1.121
H 1.352 1.627 0.391
H 0.472 0.268 1.494
H 0.691 -1.945 0.939
H 1.305 -2.588 -0.712
H -0.228 1.062 -1.611
H 1.871 -0.193 -1.051
H 2.698 -0.578 0.403

=====

18
Properties=species:S:1:pos:R:3 method="wB97M-V/def2-TZVPD" orbital_gap_ha=0.370 smiles="C[C@]1(O)NC(=O)C=C[NH2+]1" e_homo_ha=-0.518 charge=+1 mol_weight_g_mol=129.139
C -1.789 -1.102 -0.292
C -0.656 -1.718 -0.041
C -1.974 0.309 0.104
C 0.674 0.337 -0.208
C 1.682 1.210 0.344
N -0.764 0.882 0.313
N 0.539 -1.037 0.485
O -2.988 0.901 0.380
O 0.552 -0.036 -1.463
H -2.606 -1.707 -0.690
H -0.391 -2.623 -0.563
H 1.694 2.205 -0.192
H 2.769 0.950 0.110
H 1.398 1.396 1.423
H -0.975 1.907 0.556
H 0.426 -0.836 1.468
H 1.413 -1.671 0.268
H 0.996 0.634 -2.003

=====

19
Properties=species:S:1:pos:R:3 method="wB97M-V/def2-TZVPD" orbital_gap_ha="0.303 / 0.259" smiles="C[N+]1(C)CC=[N+]=C1OS[O-]" e_homo_ha="-0.492 / -0.480" charge=+1 mol_weight_g_mol=161.206
C -1.937 0.026 0.513
C -0.531 -1.181 -0.614
C -0.751 0.192 1.382
C 1.484 -0.625 1.210
C 0.656 1.146 -0.288
N -1.686 -0.649 -0.622
N 0.273 -0.118 0.442
O 0.322 -1.240 -1.673
O 0.079 -0.070 -4.195
S -0.507 -0.252 -2.908
H -2.957 0.414 0.646
H -0.804 1.190 1.599
H -0.848 -0.513 2.199
H 1.924 0.233 1.716
H 1.229 -1.575 1.752
H 2.154 -0.940 0.404
H 1.206 0.822 -1.136
H -0.334 1.288 -0.844
H 1.029 1.854 0.417

=====

22
Properties=species:S:1:pos:R:3 method="wB97M-V/def2-TZVPD" orbital_gap_ha=0.242 e_homo_ha=-0.128 charge=-1 mol_weight_g_mol=223.085
C -3.822 -1.181 -0.044
C -2.648 -1.170 0.695
C -2.788 0.630 -0.575
C -0.786 0.440 0.851
C 2.622 0.490 -0.072
N -3.934 -0.080 -0.749
N -1.959 -0.042 0.288
O 2.554 1.502 -0.947
O 3.092 0.880 1.199
O 3.607 -1.795 0.586
O 0.306 -0.025 -1.632
P 3.270 -1.122 -0.707
P 0.754 -0.406 -0.106
H -4.599 -1.958 -0.073
H -2.389 -2.060 1.227
H -2.449 1.663 -0.846
H -0.708 -0.058 1.822
H -0.914 1.602 0.945
H 2.312 2.228 -0.386
H 3.330 -0.044 1.557
H 0.601 0.934 -1.897
H 4.546 -0.428 -1.136

=====

18
Properties=species:S:1:pos:R:3 method="wB97M-V/def2-TZVPD" orbital_gap_ha=0.334 smiles="C[NH2+][C@@]1(C(C)=O)NC1=S" e_homo_ha=-0.478 charge=+1 mol_weight_g_mol=145.207
C 1.605 0.342 0.277
C -1.033 1.032 -0.113
C 0.055 0.117 0.311
C -0.792 2.523 -0.407
C 0.278 -2.238 -0.643
N 0.991 0.491 1.436
N -0.436 -1.295 0.306
O -2.077 0.483 -0.453
S 2.974 0.176 -0.564
H -1.171 3.064 0.452
H -1.468 2.913 -1.268
H 0.240 2.696 -0.474
H 0.359 -1.893 -1.766
H 1.344 -2.391 -0.220
H -0.284 -3.288 -0.551
H 1.260 0.367 2.398
H -0.394 -1.647 1.286
H -1.452 -1.451 -0.006

=====

17
Properties=species:S:1:pos:R:3 method="wB97M-V/def2-TZVPD" orbital_gap_ha=0.307 smiles="S=CCN1C=[NH+]CC1" e_homo_ha=-0.460 charge=+1 mol_weight_g_mol=129.208
C -1.209 0.376 0.680
C 0.831 0.699 -0.270
C 0.278 -1.605 0.610
C 0.031 2.014 -0.318
C 0.328 -2.337 -0.713
N -0.078 -0.220 0.413
N -1.232 1.631 0.297
S 1.709 -2.783 -1.413
H 1.072 0.311 -1.263
H 1.762 0.789 0.295
H -0.464 -2.070 1.267
H 1.263 -1.650 1.087
H 0.505 2.813 0.258
H -0.132 2.373 -1.336
H -0.630 -2.512 -1.192
H -2.037 -0.106 1.175
H -1.997 2.275 0.424

=====

17
Properties=species:S:1:pos:R:3 method="wB97M-V/def2-TZVPD" orbital_gap_ha=0.383 smiles="CC1=N[C@H]2[NH2+][C@H]2SC1" e_homo_ha=-0.505 charge=+1 mol_weight_g_mol=129.208
C 0.140 0.576 0.706
C 0.987 -0.727 0.932
C -1.418 -0.781 -0.663
C -0.513 -1.849 -1.107
C 0.647 1.852 1.344
N -0.965 0.542 0.071
N -1.035 -0.850 -2.108
S 1.291 -1.591 -0.609
H 2.090 -0.451 1.272
H 0.614 -1.223 1.752
H -2.402 -1.002 -0.540
H -0.769 -2.796 -1.513
H 1.526 2.198 0.913
H 1.067 1.451 2.269
H 0.026 2.741 1.494
H -1.639 -1.372 -2.728
H -0.290 -0.244 -2.475

=====

17
Properties=species:S:1:pos:R:3 method="wB97M-V/def2-TZVPD" orbital_gap_ha="0.256 / 0.244" e_homo_ha="-0.459 / -0.452" charge=+1 mol_weight_g_mol=129.208
C -0.641 2.053 -0.051
C 0.575 0.027 -0.475
C -2.011 -0.086 0.127
C 1.780 -0.794 -0.326
C -2.737 -1.276 0.176
N 0.471 1.304 -0.136
N 1.632 2.105 0.258
S -2.295 1.426 -0.043
H -0.638 3.080 -0.085
H 2.210 -0.718 0.674
H 1.866 -1.947 -0.413
H 2.440 -0.252 -1.099
H -3.754 -1.100 0.249
H -2.570 -1.851 -0.760
H -2.410 -1.905 0.902
H 1.348 3.063 0.261
H 2.249 1.962 -0.492

=====

17
Properties=species:S:1:pos:R:3 method="wB97M-V/def2-TZVPD" orbital_gap_ha=0.347 e_homo_ha=-0.324 mol_weight_g_mol=111.148
C -1.147 1.643 1.090
N 0.527 -0.770 0.498
C 0.744 0.464 -0.176
C -0.373 1.495 -0.182
C -0.206 -1.613 -0.288
C -0.177 -2.929 -0.390
N 1.926 0.911 -0.405
N -0.581 2.285 -1.139
H 1.291 -1.174 1.034
H 2.661 0.210 -0.334
H 0.081 2.171 -1.907
H -0.353 -0.757 -1.185
H -1.842 2.472 0.996
H -1.714 0.735 1.297
H -0.471 1.839 1.922
H 0.579 -3.517 0.102
H -0.946 -3.465 -0.932

=====

17
Properties=species:S:1:pos:R:3 method="wB97M-V/def2-TZVPD" orbital_gap_ha=0.354 smiles="C=C[C@H]1CN(C)N=N1" e_homo_ha=-0.320 mol_weight_g_mol=111.148
C -2.446 -0.546 -1.023
C -2.203 -0.028 0.177
C 0.391 -0.583 0.605
C -0.914 0.529 0.671
C 2.674 0.024 -0.253
N -0.323 1.585 -0.082
N 0.778 1.406 -0.515
N 1.266 0.199 -0.279
H -3.406 -0.913 -1.364
H -1.855 -0.318 -1.800
H -3.059 -0.043 0.954
H 0.830 -0.462 1.618
H 0.410 -1.634 0.502
H -1.008 0.869 1.693
H 2.781 -1.006 -0.458
H 3.061 0.616 -1.081
H 3.024 0.306 0.633

=====

17
Properties=species:S:1:pos:R:3 method="wB97M-V/def2-TZVPD" orbital_gap_ha=0.293 e_homo_ha=-0.268 mol_weight_g_mol=111.148
C -0.321 -0.724 1.578
C 0.222 -1.967 0.962
C -0.361 0.197 0.351
C -1.388 1.110 -0.092
C 1.044 0.960 -1.499
N 1.209 -2.064 0.189
N 1.573 -0.916 -0.322
N 0.758 0.138 -0.401
H -1.337 -0.824 1.950
H 0.325 -0.427 2.331
H -0.137 -3.013 1.130
H -2.332 0.795 0.261
H -1.295 1.227 -1.184
H -1.155 2.174 0.307
H 0.466 0.623 -2.400
H 0.641 1.992 -1.292
H 2.087 0.720 -1.869

=====

17
Properties=species:S:1:pos:R:3 method="wB97M-V/def2-TZVPD" orbital_gap_ha=0.369 smiles="C/N=C/N=C/N1CC1" e_homo_ha=-0.337 mol_weight_g_mol=111.148
C 0.687 2.204 -2.960
C -0.017 0.816 -1.181
C -0.826 -0.386 0.549
C 0.050 -2.384 1.687
C -0.216 -1.329 2.711
H 1.647 2.732 -2.778
H 0.416 1.978 -3.977
H -0.181 2.812 -2.608
H -0.536 1.689 -0.619
H -1.377 0.496 0.838
H 1.145 -2.375 1.411
H -0.371 -3.379 1.745
H -0.816 -1.511 3.606
H 0.693 -0.552 2.719
N 0.724 0.999 -2.165
N -0.004 -0.401 -0.457
N -1.016 -1.409 1.478

=====

Table of total energy (eV), in record order: -10350.005, -10347.433, -10351.604, -10346.196, -12397.551, -23228.880, -35078.180, -21184.066, -19139.257, -19137.104, -19131.687, -9798.453, -9797.283, -9797.226, -9798.148
Table of max |F| (hartree/bohr), in record order: 0.0985, 0.0629, 0.0681, 0.0579, 0.1164, 0.1131, 0.0785, 0.0625, 0.0172, 0.0943, 0.0660, 0.0850, 0.0874, 0.0977, 0.0561